{
  "formula": "C42H77MnN9O2",
  "method": "wB97M-V/def2-TZVPD",
  "largest_force_ha_per_bohr": 0.104,
  "multiplicity": 6,
  "s2": 8.76,
  "e_tot_ev": -93625.741,
  "homo_lumo_gap_ev": [7.7, 7.5],
  "e_above_lowest_kcal_mol": 58.7,
  "species": ["Mn", "C", "C", "C", "O", "H", "H", "H", "H", "H", "H", "H", "C", "C", "C", "O", "H", "H", "H", "H", "H", "H", "H", "C", "C", "C", "C", "N", "H", "H", "H", "H", "H", "H", "H", "C", "C", "C", "C", "N", "H", "H", "H", "H", "H", "H", "H", "C", "C", "C", "C", "N", "H", "H", "H", "H", "H", "H", "H", "C", "C", "C", "C", "N", "H", "H", "H", "H", "H", "H", "H", "C", "C", "C", "C", "N", "H", "H", "H", "H", "H", "H", "H", "C", "C", "C", "C", "N", "H", "H", "H", "H", "H", "H", "H", "C", "C", "C", "C", "N", "H", "H", "H", "H", "H", "H", "H", "C", "C", "C", "C", "N", "H", "H", "H", "H", "H", "H", "H", "C", "C", "C", "C", "N", "H", "H", "H", "H", "H", "H", "H"],
  "xyz": [[-2.9170, 22.8816, -8.9292], [-0.4030, 19.9852, -11.3631], [-1.6696, 20.1470, -10.5170], [-1.5078, 19.3091, -9.2341], [-1.9547, 21.4794, -10.1611], [0.5269, 20.4172, -10.9934], [-0.5316, 20.4296, -12.3501], [-0.2082, 18.9304, -11.5571], [-2.5118, 19.7405, -11.0769], [-0.7492, 19.6819, -8.5458], [-1.1692, 18.2903, -9.4224], [-2.4438, 19.3220, -8.6757], [0.4545, 22.9320, -6.9446], [-0.4085, 24.1625, -7.0178], [0.5010, 25.3890, -7.0622], [-1.4072, 24.0342, -7.9954], [-0.1432, 22.0220, -6.8935], [1.1055, 22.9865, -6.0720], [1.0943, 22.9351, -7.8271], [-0.8571, 24.2037, -6.0253], [1.1874, 25.4330, -6.2166], [-0.0148, 26.3485, -7.0266], [1.0804, 25.3906, -7.9855], [3.3761, 19.6180, -9.5502], [2.2716, 18.7152, -8.9454], [1.9413, 19.1442, -7.5324], [3.0917, 19.3680, -6.6666], [3.9819, 19.6163, -5.9949], [3.1199, 20.6749, -9.4772], [3.6134, 19.4076, -10.5930], [4.2577, 19.5930, -8.9097], [2.6473, 17.6926, -8.9090], [1.3704, 18.6634, -9.5563], [1.2390, 18.3941, -7.1687], [1.3908, 20.0850, -7.5258], [-2.3522, 26.8327, -5.2026], [-3.2498, 27.2310, -6.3172], [-3.3784, 28.7166, -6.5517], [-2.1434, 29.3864, -6.9872], [-1.1968, 29.9183, -7.3639], [-2.7263, 27.1586, -4.2320], [-1.3560, 27.2365, -5.3827], [-2.2673, 25.7463, -5.1761], [-4.2370, 26.8108, -6.1250], [-2.8721, 26.8262, -7.2561], [-3.7292, 29.1912, -5.6353], [-4.2006, 28.9462, -7.2294], [-2.3133, 28.2291, -10.4104], [-0.7626, 28.0003, -10.2133], [-0.2984, 26.6497, -10.7759], [-0.5341, 26.3988, -12.1866], [-0.7575, 26.1525, -13.3046], [-2.7184, 28.0384, -11.4042], [-2.7311, 29.1944, -10.1244], [-2.8907, 27.5930, -9.7395], [-0.4517, 27.9860, -9.1687], [-0.1610, 28.8009, -10.6437], [-0.7961, 25.8433, -10.2374], [0.7793, 26.5514, -10.6456], [-0.7110, 19.5592, -5.4671], [-1.3289, 20.5564, -4.5049], [-2.8010, 20.7603, -4.7548], [-3.1640, 21.2163, -6.0535], [-3.4162, 21.6080, -7.1403], [0.3162, 19.3972, -5.1406], [-0.6986, 19.9147, -6.4974], [-1.2710, 18.6288, -5.5617], [-0.8403, 21.5206, -4.6453], [-1.2111, 20.1336, -3.5072], [-3.1349, 21.5011, -4.0283], [-3.2952, 19.8019, -4.5956], [1.7003, 22.3362, -3.0361], [2.0527, 20.8890, -3.2967], [3.3060, 20.4034, -2.5515], [3.4363, 18.9510, -2.7873], [3.5266, 17.8243, -2.9397], [0.7599, 22.6359, -3.4986], [2.5224, 22.9250, -3.4430], [1.6459, 22.6194, -1.9850], [2.1546, 20.6872, -4.3630], [1.2017, 20.3233, -2.9175], [3.2640, 20.5376, -1.4706], [4.1897, 20.9241, -2.9202], [3.9451, 27.9515, -7.9529], [2.8457, 28.7322, -7.1783], [2.7090, 30.1687, -7.7355], [2.2720, 30.2065, -9.1546], [1.9619, 30.2291, -10.2578], [3.6312, 27.8108, -8.9872], [4.1255, 26.9790, -7.4948], [4.8608, 28.5402, -7.8973], [2.9933, 28.7708, -6.0990], [1.9621, 28.1258, -7.3774], [3.6724, 30.6646, -7.6164], [1.9940, 30.8075, -7.2170], [4.5820, 24.0499, -6.7752], [4.5037, 22.5548, -7.0154], [5.6752, 22.0818, -7.9335], [7.0499, 22.4333, -7.5719], [8.1180, 22.6979, -7.2726], [4.6284, 24.5703, -7.7318], [5.4172, 24.3377, -6.1367], [3.6653, 24.4410, -6.3339], [3.5823, 22.2934, -7.5357], [4.5178, 22.1839, -5.9905], [5.4965, 22.5384, -8.9070], [5.6573, 21.0065, -8.1110], [2.0441, 22.3938, -12.8689], [1.0582, 23.1505, -12.0110], [1.6339, 23.5297, -10.6655], [2.8676, 24.3791, -10.7178], [3.8325, 25.0703, -10.7622], [1.7582, 22.0696, -13.8695], [2.4230, 21.5538, -12.2867], [2.8748, 23.0886, -12.9931], [0.1694, 22.5423, -11.8431], [0.6238, 24.0038, -12.5318], [1.8180, 22.6145, -10.1030], [0.8332, 24.0774, -10.1686], [3.1559, 26.2637, -3.7331], [2.1633, 26.1104, -2.5433], [2.8565, 25.4725, -1.2960], [3.9179, 26.2910, -0.7157], [4.7959, 26.9355, -0.3069], [2.7367, 26.8277, -4.5664], [3.4044, 25.2739, -4.1159], [4.0911, 26.7937, -3.5527], [1.2840, 25.5466, -2.8550], [1.6801, 27.0540, -2.2899], [3.3870, 24.6372, -1.7531], [2.2232, 25.0581, -0.5117]],
  "lowdin_charge": [1.052, -0.074, -0.546, -0.079, -0.374, 0.057, 0.075, 0.077, 0.123, 0.038, 0.075, 0.059, -0.063, -0.595, -0.050, -0.353, 0.053, 0.071, 0.064, 0.096, 0.066, 0.053, 0.070, -0.081, -0.222, -0.201, -0.206, 0.202, 0.051, 0.080, 0.051, 0.116, 0.081, 0.117, 0.095, -0.109, -0.280, -0.190, -0.209, 0.173, 0.083, 0.069, 0.064, 0.115, 0.097, 0.119, 0.120, -0.085, -0.217, -0.203, -0.231, 0.145, 0.066, 0.060, 0.047, 0.069, 0.079, 0.100, 0.107, -0.095, -0.243, -0.175, -0.119, 0.151, 0.064, 0.031, 0.095, 0.092, 0.121, 0.137, 0.139, -0.106, -0.272, -0.170, -0.254, 0.145, 0.056, 0.064, 0.076, 0.080, 0.099, 0.120, 0.119, -0.085, -0.244, -0.180, -0.220, 0.152, 0.066, 0.049, 0.075, 0.094, 0.081, 0.114, 0.106, -0.119, -0.254, -0.175, -0.230, 0.143, 0.061, 0.085, 0.043, 0.080, 0.086, 0.114, 0.088, -0.092, -0.271, -0.187, -0.189, 0.142, 0.081, 0.063, 0.070, 0.082, 0.086, 0.092, 0.087, -0.091, -0.226, -0.191, -0.231, 0.142, 0.050, 0.047, 0.080, 0.091, 0.102, 0.096, 0.115]
}